# 1
DFT (the ωB97M-V functional and the def2-TZVPD basis) results for a 7-piece molecular cluster, C26H52N6O10S overall.

Geometry as XYZ:
```
95
C26H52N6O10S | the Open Molecules 2025 dataset | the ωB97M-V functional and the def2-TZVPD basis
C -1.039 2.577 0.637
C -1.411 1.118 0.531
C -0.911 0.333 -0.505
C -1.235 -1.016 -0.576
C -2.061 -1.596 0.369
C -2.565 -0.818 1.407
C -3.464 -1.443 2.441
O -4.673 -0.676 2.680
S -5.591 -0.546 1.353
O -6.425 -1.722 1.300
O -6.528 0.644 2.004
O -6.350 1.864 1.257
C -2.235 0.530 1.482
H -1.923 3.217 0.638
H -0.378 2.870 -0.179
H -0.520 2.754 1.583
H -0.245 0.755 -1.250
H -0.815 -1.617 -1.374
H -2.301 -2.652 0.317
H -3.751 -2.451 2.124
H -2.978 -1.504 3.414
H -5.950 1.602 0.401
H -2.621 1.129 2.302
C -6.308 3.765 -0.962
O -5.865 2.716 -1.408
N -6.440 4.895 -1.674
C -6.963 6.117 -1.099
C -6.033 4.868 -3.068
H -6.629 3.859 0.086
H -7.864 6.434 -1.627
H -6.222 6.916 -1.160
H -7.211 5.950 -0.053
H -6.612 4.119 -3.610
H -4.979 4.593 -3.137
H -6.189 5.846 -3.516
C 1.977 -0.916 0.371
O 2.188 -0.498 -0.759
N 2.784 -0.717 1.421
C 2.474 -1.258 2.730
C 4.005 0.055 1.234
H 1.087 -1.516 0.618
H 2.389 -0.450 3.462
H 3.268 -1.937 3.051
H 1.532 -1.808 2.696
H 3.761 1.058 0.882
H 4.633 -0.427 0.485
H 4.547 0.123 2.169
C -1.511 4.527 -4.626
O -0.861 5.525 -4.866
N -2.366 3.948 -5.493
C -3.124 2.760 -5.155
C -2.526 4.547 -6.806
H -1.456 4.001 -3.657
H -2.884 1.947 -5.843
H -4.194 2.971 -5.222
H -2.890 2.447 -4.140
H -1.573 4.567 -7.335
H -2.879 5.575 -6.716
H -3.245 3.965 -7.378
C 6.926 1.422 0.463
O 6.661 1.240 1.636
N 8.133 1.196 -0.088
C 8.393 1.424 -1.494
C 9.201 0.705 0.766
H 6.179 1.788 -0.262
H 8.704 0.498 -1.982
H 9.182 2.168 -1.623
H 7.489 1.786 -1.978
H 8.921 -0.249 1.215
H 9.397 1.411 1.574
H 10.102 0.575 0.171
C -0.570 -3.328 4.182
O 0.045 -3.181 3.140
N -0.539 -4.442 4.929
C -1.288 -4.567 6.163
C 0.278 -5.557 4.474
H -1.211 -2.537 4.606
H -0.614 -4.749 7.003
H -1.998 -5.393 6.099
H -1.839 -3.648 6.352
H 1.322 -5.254 4.391
H -0.054 -5.894 3.492
H 0.193 -6.374 5.186
C 4.954 -5.794 -0.326
O 5.700 -5.316 0.506
N 3.880 -5.165 -0.841
C 3.025 -5.785 -1.830
C 3.574 -3.820 -0.382
H 5.100 -6.807 -0.739
H 3.013 -5.197 -2.750
H 2.002 -5.868 -1.458
H 3.394 -6.783 -2.060
H 4.405 -3.147 -0.592
H 3.402 -3.820 0.695
H 2.683 -3.459 -0.890
```

Calculated values
Maximum force ... 0.00701 hartree/bohr
Electronic energy ... -68053.0289 eV
Frontier orbital gap ... 9.3 eV
E_HOMO ... -8.767 eV

Atom charges from the Löwdin analysis, given in e for atoms 1 to 6: C -0.043; C -0.256; C -0.053; C -0.087; C -0.042; C -0.241

# 2
DFT (the ωB97M-V functional and the def2-TZVPD basis) results for a 9-piece molecular cluster, C26H52O26 overall in a non-equilibrium geometry.

Geometry as XYZ:
```
104
C26H52O26 | the Open Molecules 2025 dataset | the ωB97M-V functional and the def2-TZVPD basis
O -19.715 15.848 -2.706
C -18.721 15.824 -1.765
C -17.502 16.778 -1.822
O -17.627 18.092 -2.185
H -18.372 14.754 -1.720
H -19.184 15.950 -0.751
H -16.760 16.331 -2.535
H -16.996 16.735 -0.822
C -18.232 17.546 2.344
O -18.999 18.224 3.305
C -19.828 19.117 2.874
O -19.971 19.461 1.772
O -20.563 19.554 3.886
C -21.531 20.533 3.515
H -18.806 16.889 1.692
H -17.499 16.896 2.816
H -17.718 18.248 1.693
H -21.962 20.873 4.467
H -22.394 20.111 2.994
H -21.081 21.396 3.027
C -17.446 21.074 0.029
O -18.199 22.131 0.614
C -19.309 22.506 0.036
O -19.640 22.180 -1.035
O -19.922 23.361 0.850
C -20.958 24.148 0.287
H -16.993 21.382 -0.928
H -17.916 20.130 -0.295
H -16.646 20.854 0.732
H -21.041 24.142 -0.799
H -20.883 25.154 0.702
H -21.947 23.792 0.615
C -21.202 20.981 -7.066
O -20.488 21.745 -6.140
C -19.572 21.046 -5.454
O -19.272 19.949 -5.700
O -19.088 21.834 -4.514
C -18.127 21.201 -3.636
H -20.580 20.726 -7.921
H -22.108 21.491 -7.395
H -21.598 20.079 -6.593
H -18.566 20.338 -3.126
H -17.718 21.824 -2.848
H -17.285 20.826 -4.218
C -27.154 15.149 -4.089
O -26.050 14.482 -3.549
C -24.837 15.089 -3.575
O -24.606 16.091 -4.157
O -24.028 14.370 -2.825
C -22.595 14.553 -2.941
H -27.944 14.429 -4.327
H -26.963 15.742 -4.980
H -27.662 15.748 -3.321
H -22.191 14.207 -3.885
H -22.109 14.046 -2.117
H -22.361 15.601 -2.760
C -14.964 18.771 0.017
O -14.923 18.172 1.316
C -13.864 18.352 2.049
O -12.866 18.919 1.754
O -14.130 17.825 3.243
C -13.047 17.390 4.028
H -14.832 19.858 0.145
H -15.896 18.673 -0.560
H -14.167 18.483 -0.679
H -13.232 16.344 4.262
H -12.994 17.946 4.962
H -12.119 17.490 3.469
C -14.866 16.352 -4.541
O -14.217 16.125 -5.794
C -14.823 16.530 -6.899
O -15.771 17.246 -7.005
O -14.054 16.166 -7.954
C -14.464 16.551 -9.233
H -15.279 17.356 -4.510
H -14.245 16.204 -3.658
H -15.640 15.606 -4.358
H -13.827 16.063 -9.960
H -14.403 17.638 -9.338
H -15.517 16.320 -9.407
C -25.687 18.408 -0.697
O -25.015 17.321 -0.147
C -23.679 17.280 -0.291
O -23.024 18.149 -0.749
O -23.319 16.129 0.207
C -21.930 15.779 0.243
H -25.408 19.392 -0.305
H -26.739 18.232 -0.504
H -25.475 18.517 -1.765
H -21.419 15.801 -0.732
H -21.919 14.768 0.638
H -21.383 16.483 0.868
C -19.954 11.888 -1.230
O -19.385 11.282 -0.078
C -18.658 10.186 -0.233
O -18.301 9.677 -1.250
O -18.405 9.697 1.017
C -17.713 8.439 1.022
H -20.408 11.176 -1.919
H -19.204 12.483 -1.749
H -20.746 12.573 -0.946
H -16.636 8.594 0.995
H -18.033 7.744 0.249
H -18.037 7.972 1.956
```

Calculated values
Energy above the lowest of the compared OMol25 structures with the same formula, charge and spin ... 0.0 kJ/mol
Maximum force ... 0.07555 hartree/bohr
Electronic energy ... -81035.1477 eV
Charge ... -2
Frontier orbital gap ... 3.3 eV
E_HOMO ... 0.554 eV

Atom charges from the Löwdin analysis, given in e for atoms 1 to 6: O -0.354; C -0.508; C -0.495; O -0.348; H 0.053; H 0.046

Q: The highest E_HOMO belongs to which entry?
A: C26H52O26